A structure of composition C42H59Cl3N6OPSV in a non-equilibrium geometry, computed with the ωB97M-V functional and the def2-TZVPD basis.

As for the spin multiplicity: 4. As for the HOMO energy (spin up / spin down): -0.345 / -0.361 Eh. For the energy above the lowest of the compared OMol25 structures with the same formula, charge and spin, the calculation gives 0.7 kcal per mole. The frontier orbital gap (spin up / spin down) comes out at 0.257 / 0.266 hartree. As for the net charge: +1.

Structure (XYZ):
```
114
Properties=species:S:1:pos:R:3:forces:R:3:lowdin_spin:R:1
V 0.85328 1.43467 -1.55730 -0.7243 0.3361 -0.6241 2.75
Cl 0.49882 -2.25543 -4.27483 -0.0359 0.1205 0.0156 0.00
Cl -2.48935 -0.30158 -8.31499 0.0315 -0.0044 0.0439 0.00
Cl -1.22803 2.89735 -4.18223 0.0565 -0.2410 0.0236 0.01
S -5.02313 0.96941 -0.62147 -0.0799 -0.0593 -0.0033 0.00
P 0.05216 -0.90585 1.32126 0.0615 0.1691 -0.2984 0.01
O 0.10986 0.41401 -3.11407 0.2761 0.0154 0.0993 0.04
N -3.23038 2.96806 -0.69204 -0.1054 0.1049 -0.0840 0.00
N 0.36087 3.81504 -1.29943 0.1814 -0.1749 0.1835 0.02
N 2.30238 2.43269 -2.84575 0.0175 -0.1798 -0.1355 0.00
N 1.98949 2.09285 0.04737 0.2414 -0.0782 0.2496 0.01
N -2.54587 0.86672 -1.43551 -0.1789 0.0329 0.2350 0.01
N 2.37377 -0.08579 -1.58188 0.3013 -0.0662 0.1012 0.01
C 3.14802 0.13230 -2.82687 -0.0379 -0.0892 0.1077 0.00
C 3.91393 1.70359 1.37228 0.0687 0.0457 -0.1023 0.00
C -3.44764 1.64912 -0.93838 0.1685 0.0634 -0.0457 0.00
C -3.10452 -0.39426 -1.65353 0.2364 0.0967 -0.1287 0.00
C 3.51725 1.60003 -2.95289 -0.0365 0.0995 0.0351 0.00
C -2.44925 1.92969 3.97571 -0.0095 0.0414 0.0135 0.00
C -1.14120 1.31025 -4.93074 -0.1829 0.3356 -0.2008 0.01
C -0.38485 -0.92556 -4.98824 0.0190 -0.2368 -0.1485 0.00
C -1.94824 0.51009 4.27110 0.0207 -0.0382 0.0478 0.00
C 0.91927 -1.26315 2.91531 -0.0452 -0.0604 0.1497 0.00
C 2.60157 -1.74144 5.09591 0.0049 -0.0065 0.0415 0.00
C 3.11233 -2.27229 3.76343 0.0632 -0.0192 -0.0217 0.00
C -4.47430 -2.76863 -2.09006 0.0825 -0.0041 -0.0269 0.00
C -1.29586 -4.91810 1.30350 0.0088 -0.0525 0.0070 0.00
C 2.57178 3.82204 -2.47043 -0.0038 -0.0141 0.0497 0.00
C -1.49512 -0.00600 1.81160 -0.1555 -0.0530 0.0499 0.00
C -0.60224 -2.53109 0.72300 -0.1603 -0.0612 -0.0220 0.00
C -1.30942 -3.44895 1.74544 0.0267 0.0315 -0.0133 0.00
C -0.99937 -1.12560 -6.20791 -0.0419 0.1114 0.0027 0.00
C 1.25524 4.53991 -2.23098 -0.0427 0.1278 -0.0537 0.00
C 3.17773 -0.00029 -0.34815 -0.0360 -0.1100 0.0014 0.01
C -4.44192 -0.53874 -1.27281 -0.0540 -0.0663 -0.0213 0.00
C -0.43635 0.28981 -4.27935 -0.0497 0.0464 0.2542 0.00
C -3.13787 -2.63535 -2.47537 -0.0643 -0.0062 0.0487 0.00
C 1.81198 3.27847 0.63802 -0.0847 0.0922 -0.0469 0.02
C -2.40831 2.24533 2.47392 -0.0203 0.0107 -0.0205 0.00
C 0.42026 -3.33795 -0.08684 0.1248 -0.0006 0.0654 0.00
C -1.76782 1.15144 -6.15300 0.0357 -0.0765 0.0154 0.00
C 1.62626 -0.03251 3.49055 -0.0318 0.0469 -0.0634 0.00
C -1.69910 -0.07656 -6.78569 0.0081 -0.0441 -0.0031 0.01
C 2.65468 3.72410 1.63967 -0.0744 -0.0488 -0.0990 0.00
C 0.64625 4.09201 0.12175 0.0374 0.1335 0.0318 0.01
C -2.22632 -0.43474 3.10697 -0.0041 -0.0847 -0.0307 0.00
C -2.44200 -1.46275 -2.25051 -0.0257 -0.0628 0.0241 0.00
C 3.71583 2.91330 2.01612 0.0216 -0.0105 0.0301 0.02
C 1.96376 -2.38903 2.75313 -0.0660 -0.0711 -0.0198 0.00
C -1.25452 1.51284 1.79903 0.0611 0.0511 -0.0303 0.00
C 2.07781 -0.30467 4.92868 -0.0450 0.0107 0.0203 0.00
C -0.29049 -4.38428 -0.94829 -0.0028 -0.0339 -0.0569 0.00
C -1.47666 -5.02379 -0.20627 -0.0720 0.0401 -0.0104 0.00
C 3.02921 1.31960 0.37617 0.0585 -0.0251 0.1123 0.02
C -5.13836 -1.72244 -1.47698 0.0064 0.0413 0.0041 0.00
H 1.02427 -2.68296 -0.72350 -0.0416 0.0233 -0.0197 0.00
H -2.30222 1.97527 -6.60096 -0.0221 0.0219 -0.0281 0.00
H 3.59647 -3.24271 3.88038 -0.0113 -0.0037 0.0252 0.00
H 2.37013 -2.39327 1.73667 0.0299 0.0234 0.0003 0.00
H 4.39391 3.23392 2.79459 0.0254 0.0009 0.0235 0.00
H 1.80304 2.41622 -3.73437 0.0165 -0.0178 -0.0134 0.00
H 0.42752 -5.15119 -1.24557 0.0182 -0.0172 0.0061 0.00
H 4.23811 -0.17607 -0.55756 -0.0170 -0.0391 0.0362 0.00
H 3.88289 -1.59472 3.38208 0.0198 0.0096 -0.0073 0.00
H 1.91486 -0.99040 -1.64005 0.0156 0.0247 0.0094 0.00
H -2.08033 -5.46473 1.82941 -0.0043 0.0051 -0.0090 0.00
H 1.23480 -0.13613 5.60326 0.0087 -0.0036 0.0280 0.00
H -3.34335 1.93094 2.00171 -0.0131 -0.0259 -0.0147 0.00
H 0.71523 4.62646 -3.17547 0.0720 -0.0104 0.0094 0.00
H -1.96948 -1.45583 3.38620 0.0125 0.0095 -0.0080 0.00
H 0.99837 0.85838 3.46337 -0.0093 -0.0108 0.0213 0.00
H -1.84315 2.65587 4.52243 0.0136 -0.0091 0.0084 0.00
H -6.17583 -1.81894 -1.19096 -0.0423 0.0054 0.0290 0.00
H -1.12937 1.83102 0.75759 -0.0348 -0.0432 0.0103 0.00
H -0.87583 0.52461 4.47590 0.0449 0.0163 -0.0222 0.00
H -0.35168 -5.38778 1.59525 0.0146 -0.0071 -0.0231 0.00
H 0.17203 -1.58672 3.64836 0.0085 -0.0097 -0.0032 0.00
H -3.86306 3.50155 -0.12492 0.0103 -0.0283 0.0380 0.00
H -2.63880 -3.46156 -2.96261 0.0136 -0.0504 -0.0233 0.00
H 4.05001 -0.48939 -2.83017 0.0063 0.0695 -0.0647 0.00
H 1.46990 -3.35487 2.87917 -0.0083 -0.0156 -0.0206 0.00
H -2.41740 0.13033 5.17992 -0.0080 -0.0078 -0.0017 0.00
H -2.28141 3.27551 -0.76465 0.0986 0.0410 0.0494 0.00
H -0.84740 -3.36913 2.73082 0.0366 0.0110 0.0600 0.00
H 4.05191 1.78768 -3.88832 0.0158 -0.0518 0.0332 0.00
H 1.12206 -3.83479 0.58564 -0.0073 0.0110 0.0163 0.00
H 2.84732 0.41581 5.21478 0.0317 0.0132 -0.0269 0.00
H -4.99912 -3.69325 -2.28084 -0.0238 -0.0516 -0.0045 0.00
H -3.30302 -0.44813 2.91257 -0.0177 0.0230 0.0014 0.00
H 0.85303 5.15593 0.29420 -0.0419 -0.0517 -0.0179 0.00
H -1.35614 -2.20407 -0.00709 0.0368 0.0367 0.0550 0.00
H 1.45303 5.55580 -1.86733 -0.0021 -0.0480 -0.0345 0.00
H 2.83583 -0.78738 0.33222 0.0418 0.0905 -0.0374 0.00
H -0.93473 -2.08555 -6.69824 -0.0053 -0.0123 -0.0261 0.00
H 3.18403 3.80839 -1.56541 -0.0252 0.0205 -0.0318 0.00
H -0.63936 -3.91291 -1.86912 0.0007 -0.0061 -0.0150 0.00
H -0.57090 4.15253 -1.50583 -0.0723 -0.1244 0.0026 0.00
H -1.40339 -1.35681 -2.53080 -0.0146 0.0289 0.0136 0.00
H 2.51194 -0.17979 -3.65719 0.0296 0.0362 0.0728 0.00
H -2.33259 3.32513 2.32044 0.0043 0.0315 -0.0016 0.00
H 1.80227 -2.39519 5.45438 -0.0208 -0.0099 -0.0091 0.00
H 2.48653 0.19339 2.85685 0.0196 -0.0004 0.0142 0.00
H 4.18173 1.90131 -2.13723 -0.0007 -0.0583 -0.0145 0.00
H 3.38371 -1.77397 5.85481 0.0028 -0.0062 -0.0021 0.00
H -1.59820 -6.06212 -0.51565 0.0027 -0.0166 0.0174 0.00
H -2.40520 -4.51160 -0.47881 0.0112 0.0076 0.0023 0.00
H 4.74650 1.06185 1.62650 0.0361 0.0059 0.0291 0.00
H -2.34364 -3.11868 1.86173 -0.0217 0.0138 -0.0130 0.00
H -0.31988 1.76711 2.31083 -0.0120 0.0183 -0.0049 0.00
H -3.46994 2.04528 4.34392 -0.0183 0.0145 -0.0167 0.00
H 2.49104 4.69088 2.09347 0.0205 0.0245 0.0481 0.00
H 3.14659 4.35154 -3.23835 -0.0561 0.0187 0.0248 0.00
H -0.24542 3.83288 0.69890 0.0322 -0.0065 0.0327 0.00
H -2.16352 -0.21284 0.96556 0.0515 -0.0376 0.0439 0.00
```
Positions in Å, forces in eV/Å.